{
  "formula": "C5H10P2",
  "method": "ωB97M-V/def2-TZVPD",
  "fmax_ha_per_bohr": 0.09595,
  "e_tot_ha": -879.0692,
  "homo_ev": [-7.66, -7.94],
  "de_lowest_ev": 1.464,
  "symbols": ["C", "C", "C", "C", "C", "P", "P", "H", "H", "H", "H", "H", "H", "H", "H", "H", "H"],
  "positions_angstrom": [[-1.182, -0.475, -0.274], [-3.200, 0.500, 0.706], [1.857, 0.462, 0.133], [-0.010, -1.210, -0.778], [1.363, -0.472, -1.059], [-3.226, -0.919, -0.496], [-1.668, 1.216, 0.077], [-4.030, 1.156, 0.563], [-2.988, 0.201, 1.711], [2.671, 1.247, -0.133], [2.142, -0.196, 0.914], [0.936, 0.880, 0.413], [-0.343, -1.738, -1.669], [0.316, -1.834, -0.007], [1.243, 0.249, -1.884], [2.107, -1.197, -1.358], [-1.206, 1.565, 1.384]],
  "forces_ev_per_a": [[-4.203, -0.248, -1.134], [-0.705, -0.104, -1.364], [0.707, -0.843, -2.293], [1.114, 1.666, -0.891], [-0.471, 2.203, -0.171], [4.788, 0.631, 1.010], [0.556, -0.039, 0.462], [-0.799, 0.377, 0.451], [-0.416, -0.132, 0.589], [-1.545, -1.533, 0.398], [0.723, -0.291, 1.050], [-0.828, 1.412, 0.805], [0.338, -0.465, 0.098], [-0.043, -1.887, 1.242], [-0.096, -0.514, -0.143], [0.104, -0.265, -0.012], [0.777, 0.033, -0.097]],
  "lowdin_charge": [-0.5507, -0.7996, -0.0931, -0.2952, -0.2302, 0.8005, 0.7268, 0.0001, 0.0107, 0.1092, 0.0481, -0.0233, 0.1024, 0.0846, 0.0947, 0.0871, -0.0721]
}

=====

{
  "formula": "C3H5N2",
  "method": "ωB97M-V/def2-TZVPD",
  "fmax_ha_per_bohr": 0.05691,
  "e_tot_ha": -226.4257,
  "total_charge": 1,
  "homo_ev": [-12.74, -12.74],
  "de_lowest_ev": 4.535,
  "symbols": ["C", "C", "C", "N", "N", "H", "H", "H", "H", "H"],
  "positions_angstrom": [[-2.319, 0.521, -0.080], [-0.340, -0.939, -0.037], [1.496, 0.776, -0.022], [-1.342, -0.114, 0.000], [0.959, -0.440, -0.051], [-3.253, 1.026, -0.135], [-0.471, -2.091, 0.064], [1.129, 1.839, 0.123], [2.534, 0.678, -0.046], [1.606, -1.256, 0.183]],
  "forces_ev_per_a": [[1.433, -1.105, 0.288], [1.468, -2.497, 0.413], [-0.920, -0.871, 0.300], [-2.396, 1.342, -0.604], [0.034, 0.200, 1.364], [-0.146, 0.325, 0.037], [0.100, 2.590, -0.249], [-0.563, -1.935, -0.567], [1.620, 0.255, 0.082], [-0.630, 1.697, -1.064]],
  "lowdin_charge": [0.2875, -0.1595, 0.1228, 0.0487, -0.0036, 0.1159, 0.1817, 0.1338, 0.0671, 0.2056]
}

=====

{
  "formula": "C14H24N4O",
  "method": "ωB97M-V/def2-TZVPD",
  "smiles": "CCCCNC(=O)Nc1ccnn1C1CCCCC1",
  "fmax_ha_per_bohr": 0.01610,
  "e_tot_ha": -842.1669,
  "homo_ev": -8.61,
  "de_lowest_ev": 0.000,
  "symbols": ["C", "C", "C", "C", "N", "C", "O", "N", "C", "C", "C", "N", "N", "C", "C", "C", "C", "C", "C", "H", "H", "H", "H", "H", "H", "H", "H", "H", "H", "H", "H", "H", "H", "H", "H", "H", "H", "H", "H", "H", "H", "H", "H"],
  "positions_angstrom": [[1.125, 5.189, 1.550], [1.840, 3.945, 1.037], [1.732, 3.822, -0.482], [2.530, 2.641, -1.042], [2.004, 1.362, -0.628], [1.288, 0.583, -1.471], [1.122, 0.811, -2.652], [0.729, -0.553, -0.909], [0.800, -1.006, 0.396], [1.850, -1.002, 1.300], [1.320, -1.589, 2.454], [0.060, -1.928, 2.279], [-0.260, -1.567, 1.033], [-1.600, -1.844, 0.564], [-2.313, -0.589, 0.056], [-3.756, -0.932, -0.303], [-3.798, -2.040, -1.352], [-3.077, -3.285, -0.845], [-1.630, -2.956, -0.489], [1.207, 5.260, 2.632], [1.559, 6.085, 1.113], [0.070, 5.158, 1.287], [2.894, 3.990, 1.321], [1.403, 3.064, 1.514], [2.110, 4.736, -0.943], [0.685, 3.710, -0.770], [3.575, 2.713, -0.721], [2.491, 2.649, -2.134], [1.964, 1.167, 0.359], [0.168, -1.082, -1.560], [2.856, -0.672, 1.138], [1.808, -1.778, 3.390], [-2.120, -2.207, 1.459], [-1.808, -0.192, -0.825], [-2.291, 0.179, 0.832], [-4.261, -0.042, -0.682], [-4.286, -1.262, 0.593], [-3.318, -1.689, -2.269], [-4.834, -2.284, -1.591], [-3.099, -4.066, -1.607], [-3.590, -3.666, 0.041], [-1.105, -2.644, -1.394], [-1.124, -3.840, -0.095]],
  "forces_ev_per_a": [[0.119, -0.225, 0.062], [-0.152, 0.203, -0.236], [0.271, -0.290, 0.171], [-0.117, 0.297, -0.262], [0.100, 0.054, 0.372], [-0.021, -0.081, 0.183], [-0.056, 0.109, -0.385], [-0.358, -0.444, -0.260], [0.281, 0.024, 0.393], [-0.088, 0.007, -0.209], [-0.138, 0.115, -0.219], [-0.211, -0.439, 0.670], [0.477, 0.327, -0.106], [-0.353, 0.009, -0.371], [-0.174, -0.093, 0.242], [0.140, 0.067, -0.263], [-0.190, -0.111, 0.256], [0.127, 0.134, -0.307], [-0.161, -0.106, 0.347], [-0.049, 0.089, 0.098], [0.011, 0.124, -0.028], [-0.124, 0.047, -0.008], [0.048, -0.077, 0.031], [0.055, -0.069, 0.043], [-0.019, 0.075, -0.041], [-0.045, 0.039, -0.072], [-0.045, 0.031, -0.084], [0.122, 0.002, 0.138], [-0.035, -0.088, -0.060], [0.176, 0.166, -0.004], [0.185, 0.056, -0.118], [0.059, -0.053, 0.217], [0.108, 0.068, -0.137], [0.028, 0.050, 0.005], [0.085, 0.023, -0.018], [-0.048, 0.011, 0.078], [-0.078, 0.019, 0.055], [-0.005, 0.017, -0.090], [-0.005, 0.018, -0.091], [-0.031, -0.065, 0.064], [-0.033, -0.074, 0.039], [0.064, -0.004, -0.068], [0.081, 0.036, -0.025]],
  "lowdin_charge": [-0.1167, -0.2777, -0.2008, -0.1840, 0.0783, -0.5495, 0.0585, 0.1595, -0.2515, -0.0278, -0.1550, 0.0738, -0.0699, -0.2691, -0.1417, -0.1972, -0.2052, -0.1969, -0.1402, 0.0676, 0.0709, 0.0721, 0.1086, 0.1005, 0.1137, 0.1190, 0.1209, 0.1181, 0.1015, 0.1300, 0.0986, 0.0971, 0.1525, 0.1096, 0.1230, 0.1110, 0.1156, 0.1160, 0.1088, 0.1110, 0.1166, 0.1077, 0.1229]
}

=====

What is the formula in the first record?
C5H10P2

=====

Please write out number 2 again, unchanged.
{
  "formula": "C3H5N2",
  "method": "ωB97M-V/def2-TZVPD",
  "fmax_ha_per_bohr": 0.05691,
  "e_tot_ha": -226.4257,
  "total_charge": 1,
  "homo_ev": [-12.74, -12.74],
  "de_lowest_ev": 4.535,
  "symbols": ["C", "C", "C", "N", "N", "H", "H", "H", "H", "H"],
  "positions_angstrom": [[-2.319, 0.521, -0.080], [-0.340, -0.939, -0.037], [1.496, 0.776, -0.022], [-1.342, -0.114, 0.000], [0.959, -0.440, -0.051], [-3.253, 1.026, -0.135], [-0.471, -2.091, 0.064], [1.129, 1.839, 0.123], [2.534, 0.678, -0.046], [1.606, -1.256, 0.183]],
  "forces_ev_per_a": [[1.433, -1.105, 0.288], [1.468, -2.497, 0.413], [-0.920, -0.871, 0.300], [-2.396, 1.342, -0.604], [0.034, 0.200, 1.364], [-0.146, 0.325, 0.037], [0.100, 2.590, -0.249], [-0.563, -1.935, -0.567], [1.620, 0.255, 0.082], [-0.630, 1.697, -1.064]],
  "lowdin_charge": [0.2875, -0.1595, 0.1228, 0.0487, -0.0036, 0.1159, 0.1817, 0.1338, 0.0671, 0.2056]
}